11
Properties=species:S:1:pos:R:3:nbo_charge:R:1 method="wB97M-V/def2-TZVPD" mol_weight_g_mol=92.1 smiles="C#CC(=O)C#CC" fmax_ev_per_a=1.156 total_energy_ha=-306.077109 de_lowest_ev=3.6578 multiplicity=1 e_homo_ev=-10.089
C -2.8945 -0.8279 0.4982 -0.069
C -2.1383 -0.1792 1.2065 -0.158
C -0.8219 -0.9108 1.1454 0.486
O -0.6321 -1.9686 1.6932 -0.506
C 0.1333 -0.2511 0.2948 -0.158
C 0.9677 0.3848 -0.2965 0.126
C 2.0052 1.1721 -0.9406 -0.698
H -3.4072 -1.5799 -0.0523 0.240
H 2.6314 0.5442 -1.5793 0.245
H 2.6374 1.6153 -0.1648 0.250
H 1.5726 1.9781 -1.5391 0.242

79
Properties=species:S:1:pos:R:3:lowdin_charge:R:1 method="wB97M-V/def2-TZVPD" mol_weight_g_mol=839.6 smiles="C[C@H]1COC(=O)O1.C[C@H]1COC(=O)O1.C[C@H]1COC(=O)O1.C[C@H]1COC(=O)O1.ClC(Cl)Cl.ClC(Cl)Cl.ClC(Cl)Cl.CNC(C)=O" fmax_ev_per_a=2.685 total_energy_ha=-6033.384710 multiplicity=1 e_homo_ev=-9.232
C -0.4380 -0.6454 1.4228 0.013
C -0.5054 0.1187 0.1224 -0.287
C -0.2304 -0.6732 -1.1745 -0.089
O -1.3034 -0.3885 -2.0674 0.000
C -2.2185 0.3275 -1.3966 -0.568
O -3.2493 0.6773 -1.9308 0.105
O -1.8156 0.6200 -0.1407 0.064
H -0.8791 -0.0475 2.2633 0.097
H 0.6009 -0.7998 1.7520 0.079
H -0.8874 -1.6028 1.3550 0.062
H 0.1121 1.0055 0.1604 0.124
H -0.2741 -1.7575 -0.9932 0.116
H 0.7408 -0.4426 -1.6125 0.119
C 4.2981 1.8549 3.0582 -0.009
C 3.1814 1.7625 2.0387 -0.317
C 3.5198 2.2771 0.6884 -0.053
O 3.0804 1.1732 -0.1881 0.051
C 2.8664 0.0571 0.5616 -0.601
O 2.6448 -1.0164 0.1312 0.156
O 2.9299 0.3388 1.8573 0.083
H 5.0410 1.1985 2.6327 0.086
H 4.0049 1.4928 4.0527 0.093
H 4.7347 2.8727 3.1226 0.103
H 2.2504 2.1939 2.3515 0.096
H 4.5809 2.4425 0.4454 0.144
H 2.8746 3.1365 0.4047 0.129
C 2.1347 -4.8141 2.2836 -0.031
C 2.0459 -4.0438 0.9771 -0.265
C 2.6537 -4.8035 -0.2200 -0.093
O 1.6607 -4.7927 -1.2563 0.057
C 0.4770 -4.3568 -0.6996 -0.596
O -0.5542 -4.2996 -1.2770 0.135
O 0.6314 -3.9183 0.5385 0.076
H 3.1842 -4.9332 2.6029 0.098
H 1.6032 -5.7636 2.2611 0.089
H 1.6089 -4.2512 3.0523 0.082
H 2.4444 -3.0195 1.1126 0.127
H 2.8900 -5.8450 0.0357 0.129
H 3.6154 -4.3524 -0.5320 0.139
C 2.0560 2.4143 -4.4013 -0.014
C 0.7961 3.1859 -3.9866 -0.264
C -0.2826 2.2411 -3.4866 -0.055
O -0.0871 2.2534 -2.0430 0.033
C 0.6406 3.3565 -1.7340 -0.589
O 0.7903 3.7717 -0.6349 0.130
O 1.0828 3.9867 -2.8131 0.105
H 2.8793 3.1504 -4.5894 0.104
H 1.9119 1.7670 -5.2299 0.073
H 2.4121 1.7373 -3.6154 0.091
H 0.5009 3.8587 -4.7959 0.158
H -0.3031 1.2019 -3.8036 0.111
H -1.3371 2.5673 -3.5595 0.148
Cl -0.4566 4.4596 5.4992 0.584
C -0.5785 3.0400 4.5364 -1.546
Cl -0.2578 3.3008 2.8000 0.538
Cl -2.1348 2.1887 4.7248 0.534
H 0.1650 2.3712 4.9487 0.004
Cl -1.9966 -1.0358 -5.2117 0.528
C -1.3966 -2.5288 -4.4200 -1.522
Cl 0.3253 -2.4680 -4.1293 0.574
Cl -1.7567 -3.9736 -5.3865 0.531
H -1.8974 -2.5474 -3.4572 0.004
Cl -4.0418 3.9904 -1.2295 0.552
C -2.7631 4.1691 -0.0353 -1.586
Cl -3.2912 3.7740 1.5560 0.565
Cl -2.1993 5.8425 -0.0978 0.529
H -1.9283 3.5197 -0.3268 -0.005
C -3.5887 -3.0980 0.6119 -0.041
N -4.0435 -1.7104 0.8954 0.018
C -3.8710 -1.0822 2.1121 -0.546
C -4.2408 0.3528 2.1373 -0.031
O -3.2925 -1.6379 3.0676 0.000
H -3.4535 -3.2131 -0.4773 0.083
H -4.3793 -3.7964 0.8922 0.078
H -2.6789 -3.2761 1.1785 0.070
H -4.5200 -1.1742 0.2132 0.104
H -4.8218 0.6760 1.2754 0.082
H -3.2653 0.9006 2.1424 0.046
H -4.7518 0.4821 3.0777 0.083

62
Properties=species:S:1:pos:R:3:nbo_charge:R:1 method="wB97M-V/def2-TZVPD" mol_weight_g_mol=479.7 smiles="C=CCn1c(CSCc2ccccc2)nnc1SCC(=O)N1CCN(c2ccccc2)CC1" fmax_ev_per_a=1.184 total_energy_ha=-2115.438687 de_lowest_ev=0.0319 multiplicity=1 e_homo_ev=-7.596
C -1.4454 -4.7230 1.3541 -0.390
C -1.3251 -4.5408 0.0533 -0.190
C -1.0060 -3.2383 -0.6248 -0.264
N -0.8448 -2.1449 0.2902 -0.379
C -1.8143 -1.3665 0.8646 0.318
C -3.2545 -1.5390 0.6074 -0.572
S -3.7511 -0.9042 -1.0454 0.174
C -4.5524 0.6801 -0.5856 -0.521
C -3.5849 1.6750 -0.0384 -0.051
C -3.4637 1.8723 1.3312 -0.189
C -2.5592 2.7923 1.8291 -0.193
C -1.7703 3.5283 0.9633 -0.237
C -1.8818 3.3361 -0.4042 -0.152
C -2.7805 2.4106 -0.9019 -0.235
N -1.2728 -0.5050 1.6776 -0.283
N 0.0582 -0.7021 1.6749 -0.368
C 0.3103 -1.6820 0.8448 0.196
S 1.8459 -2.4017 0.4853 0.300
C 2.9211 -1.5313 1.6807 -0.603
C 3.7854 -0.5141 0.9523 0.678
O 4.7778 -0.8967 0.3584 -0.642
N 3.4397 0.7890 0.9941 -0.427
C 2.2980 1.4049 1.6276 -0.255
C 1.4406 2.1455 0.5597 -0.231
N 1.9752 1.9403 -0.7647 -0.455
C 1.5920 0.8027 -1.4781 0.260
C 2.5026 -0.0324 -2.1270 -0.293
C 2.0627 -1.0948 -2.8949 -0.187
C 0.7116 -1.3505 -3.0420 -0.264
C -0.2020 -0.5285 -2.4014 -0.218
C 0.2288 0.5281 -1.6269 -0.279
C 3.3372 2.4130 -0.8325 -0.226
C 4.2339 1.7379 0.2375 -0.255
H -1.6735 -5.6888 1.7690 0.208
H -1.3169 -3.9226 2.0650 0.200
H -1.4557 -5.3628 -0.6363 0.208
H -1.8064 -2.9858 -1.3300 0.230
H -0.0751 -3.3405 -1.1932 0.248
H -3.8277 -0.9975 1.3544 0.256
H -3.5202 -2.5970 0.6178 0.247
H -5.3439 0.4394 0.1247 0.223
H -4.9938 1.0234 -1.5213 0.239
H -4.0863 1.3142 2.0156 0.206
H -2.4715 2.9325 2.8955 0.215
H -1.0693 4.2515 1.3525 0.213
H -1.2626 3.9021 -1.0847 0.209
H -2.8617 2.2519 -1.9682 0.214
H 3.5862 -2.3039 2.0681 0.256
H 2.2845 -1.1417 2.4672 0.258
H 1.6666 0.6652 2.1129 0.260
H 2.6644 2.1143 2.3797 0.183
H 1.4359 3.2218 0.7589 0.188
H 0.4171 1.7823 0.6158 0.236
H 3.5650 0.1165 -2.0186 0.220
H 2.7902 -1.7336 -3.3740 0.213
H 0.3727 -2.1754 -3.6516 0.207
H -1.2630 -0.7035 -2.5122 0.220
H -0.5013 1.1604 -1.1455 0.225
H 3.3076 3.4946 -0.6569 0.196
H 3.7250 2.2503 -1.8374 0.216
H 5.0602 1.1882 -0.2142 0.251
H 4.6413 2.4841 0.9283 0.191

63
Properties=species:S:1:pos:R:3:nbo_charge:R:1 method="wB97M-V/def2-TZVPD" mol_weight_g_mol=584.7 fmax_ev_per_a=0.927 total_energy_ha=-3144.619697 de_lowest_ev=1.0699 multiplicity=1 e_homo_ev=-1.421 total_charge=-2
Na 0.0994 0.1135 0.5787 0.818
S 2.5110 0.1833 -1.0378 -0.487
C 2.5355 1.8841 -0.7904 0.150
N 3.6426 2.5500 -0.6792 -0.327
N 3.5096 3.9077 -0.3825 -0.464
C 2.8774 4.4667 0.6977 0.269
C 3.0207 5.8459 0.9188 -0.319
C 2.3888 6.4626 1.9841 -0.205
C 1.6043 5.7313 2.8680 -0.283
C 1.4806 4.3609 2.6674 -0.179
C 2.1061 3.7296 1.6062 -0.306
N 1.3381 2.6948 -0.7337 -0.210
N 0.2525 2.1073 -0.7361 -0.181
C -0.8681 3.0024 -0.7811 0.155
C -2.0779 2.4518 -1.1737 -0.187
C -3.2051 3.2539 -1.2632 -0.213
C -3.1257 4.5979 -0.9337 -0.211
C -1.9166 5.1384 -0.5051 -0.213
C -0.7855 4.3461 -0.4285 -0.229
H 4.2429 4.4541 -0.7976 0.366
H 3.6267 6.4290 0.2326 0.189
H 2.5074 7.5316 2.1224 0.193
H 1.0971 6.2163 3.6915 0.201
H 0.8794 3.7641 3.3422 0.234
H 1.9931 2.6612 1.4797 0.229
H -2.1273 1.3925 -1.3866 0.236
H -4.1494 2.8195 -1.5638 0.212
H -4.0110 5.2201 -0.9836 0.198
H -1.8584 6.1806 -0.2161 0.200
H 0.1574 4.7439 -0.0760 0.239
S -2.8215 0.3368 1.3212 -0.442
C -2.3793 0.0242 2.9509 -0.204
S -0.7366 0.1575 3.4576 -0.455
C -3.3638 -0.3875 3.8773 -0.561
C -4.7353 -0.5244 3.5256 0.354
N -5.8658 -0.6450 3.3082 -0.468
C -3.0632 -0.7128 5.2292 0.353
N -2.8911 -1.0035 6.3360 -0.466
C 1.1691 -5.6385 -1.9635 -0.628
C 0.0946 -5.0946 -1.0408 -0.068
O 0.6816 -4.3578 0.0223 -0.838
P 0.4788 -2.7017 -0.0481 1.613
O 1.4267 -2.3480 1.2240 -0.830
C 2.8495 -2.4465 1.1010 -0.062
C 3.3416 -3.6955 1.8069 -0.634
O -0.9441 -2.4742 0.6407 -0.836
C -1.3089 -3.0645 1.9173 -0.086
C -2.7511 -3.5070 1.8361 -0.631
H 0.7311 -6.2818 -2.7301 0.195
H 1.8946 -6.2170 -1.3897 0.203
H 1.6960 -4.8175 -2.4517 0.215
H -0.4838 -5.9092 -0.5982 0.172
H -0.6059 -4.4681 -1.6047 0.176
H 3.2628 -1.5461 1.5518 0.201
H 3.1408 -2.4425 0.0474 0.183
H 3.0460 -3.6721 2.8564 0.211
H 4.4313 -3.7513 1.7476 0.194
H 2.9109 -4.5848 1.3472 0.214
H -1.1743 -2.2980 2.6787 0.238
H -0.6385 -3.8984 2.1330 0.170
H -3.3975 -2.6423 1.6823 0.251
H -3.0343 -3.9897 2.7737 0.207
H -2.8978 -4.2126 1.0133 0.182

46
Properties=species:S:1:pos:R:3:nbo_charge:R:1 method="wB97M-V/def2-TZVPD" mol_weight_g_mol=409.9 fmax_ev_per_a=7.186 total_energy_ha=-4184.601313 multiplicity=1 e_homo_ev=-14.232 total_charge=+2
C 1.1155 -0.0427 -4.9778 -0.832
C 0.9818 -0.0157 -3.5742 0.934
H 2.1637 0.0462 -5.3786 0.362
H 0.4765 0.7810 -5.3560 0.349
H 0.6129 -0.9676 -5.3131 0.352
O 1.5403 0.0194 -2.5252 -0.299
Cl -1.8214 -0.2409 -3.6025 -0.327
Ga -0.9144 -0.0943 -1.7140 0.875
P -0.2464 2.2323 -0.8248 1.033
C 1.1364 2.6792 0.2494 -0.962
C 0.0740 3.1413 -2.3516 -0.978
H 0.0871 4.2185 -2.1249 0.279
H -1.5638 4.1910 -0.2308 0.264
H -0.7121 2.9335 -3.0944 0.254
H -2.5961 2.7761 -0.6020 0.274
H 2.0923 2.3913 -0.2116 0.253
H 1.0479 2.8568 -2.7792 0.231
C -1.6837 3.1108 -0.1052 -0.932
H 1.1701 3.7671 0.4516 0.277
H -1.7614 2.8692 0.9572 0.274
H 1.0459 2.1451 1.2079 0.296
P -0.0127 -2.2045 -0.5721 1.012
C 1.3947 -2.3970 0.5660 -0.952
C -1.3621 -3.1810 0.2147 -0.923
H -0.2223 -3.0605 -2.8236 0.243
H 0.3857 -4.3127 -1.6779 0.280
H 1.4877 -3.0299 -2.2900 0.244
C 0.4555 -3.2508 -1.9732 -0.975
H -2.2884 -3.0001 -0.3332 0.270
H -1.1263 -4.2496 0.1979 0.263
H 1.5175 -3.4349 0.9361 0.279
H 1.2615 -1.7296 1.4309 0.293
H -1.5073 -2.8512 1.2458 0.275
H 2.3306 -2.1112 0.0636 0.250
Cl -2.9192 -0.1013 -0.5401 -0.536
C 0.6210 0.3883 4.4242 -0.418
N -0.7072 0.2207 3.9932 -0.613
C -1.0950 0.1313 2.6947 0.787
N -2.4303 -0.0685 2.5470 -0.852
O -0.2743 0.1491 1.7928 -0.759
H 1.2221 0.3920 3.5037 0.218
H 0.9330 -0.4483 5.0573 0.211
H 0.7516 1.3438 4.9433 0.209
H -1.4758 0.1676 4.6888 0.394
H -2.8002 -0.0806 1.5664 0.424
H -3.0137 -0.0018 3.3503 0.401

49
Properties=species:S:1:pos:R:3:nbo_charge:R:1 method="wB97M-V/def2-TZVPD" mol_weight_g_mol=580.3 fmax_ev_per_a=1.955 total_energy_ha=-4370.732590 de_lowest_ev=0.0000 multiplicity=1 e_homo_ev="-1.607 / -1.608" total_charge=-1
Rh 0.9744 -0.3321 -0.3274 0.259
F 1.7354 1.1613 5.9169 -0.351
C 2.1743 0.9950 4.6421 0.989
F 3.2804 0.2377 4.7263 -0.321
F 2.5588 2.2144 4.2235 -0.328
C 1.1139 0.3884 3.7802 -0.268
C -0.1444 0.1864 4.2955 -0.133
C -1.1462 -0.3642 3.5043 -0.353
C -0.8197 -0.7014 2.2068 0.067
N 0.3892 -0.5137 1.6984 -0.483
C 1.3852 0.0572 2.4300 0.083
S 2.8107 0.3309 1.5421 -0.354
H -0.3487 0.4575 5.3229 0.215
H -2.1431 -0.5316 3.8837 0.207
H -1.5373 -1.1627 1.5390 0.208
C -2.1905 3.7267 -1.1985 -0.413
N -0.7514 3.6488 -0.9660 -0.473
C -0.0150 4.7340 -1.6120 -0.408
C -0.1850 2.3775 -1.2098 0.570
N 0.5689 1.7938 -0.3717 -0.612
N -0.3895 1.8523 -2.4725 -0.632
C 0.1564 0.7053 -3.0141 0.552
N -0.2926 0.4536 -4.2788 -0.820
N 0.9606 -0.0689 -2.3681 -0.639
H -2.5639 4.6518 -0.7479 0.204
H -2.6891 2.8825 -0.7214 0.224
H -2.4631 3.7398 -2.2635 0.148
H -0.3549 5.6806 -1.1898 0.199
H -0.1659 4.7616 -2.6998 0.156
H 1.0508 4.6249 -1.4087 0.222
H 0.6855 2.3356 0.4767 0.390
H -1.0734 2.3240 -3.0770 0.390
H -0.4679 1.2884 -4.8395 0.364
H 0.2520 -0.2341 -4.7819 0.388
H 1.2594 -0.8461 -2.9465 0.358
Br -3.1957 -5.8956 -0.4198 -0.029
C -1.6401 -4.7983 -0.4889 -0.153
C -0.9835 -4.4619 0.6862 -0.237
C 0.1433 -3.6654 0.6309 -0.236
C 0.6554 -3.1711 -0.5839 0.005
C -0.0252 -3.5621 -1.7452 -0.194
C -1.1620 -4.3540 -1.7067 -0.256
H -1.3531 -4.8216 1.6380 0.210
H 0.6431 -3.3865 1.5520 0.213
H 0.3423 -3.2323 -2.7110 0.174
H -1.6675 -4.6257 -2.6241 0.204
C 1.8082 -2.2581 -0.6018 -0.671
H 2.3354 -2.2212 -1.5554 0.159
H 2.4851 -2.4016 0.2361 0.208